(1)
DFT (the ωB97M-V functional and the def2-TZVPD basis) results for 3 unconnected molecules or ions with the total composition C40H60F5N4O.

Values from the calculation:
Maximum force ... 0.9 eV Å⁻¹
Charge ... +1
E_HOMO ... -11.200 eV

Cartesian coordinates (Å):
C  4.35  1.20  1.64
O  3.87  1.53  0.35
C  4.65  2.47  -0.35
C  6.06  2.04  -0.71
C  6.13  0.82  -1.67
C  6.49  -0.52  -1.00
C  5.56  -1.71  -1.31
C  4.06  -1.41  -1.21
C  3.33  -2.23  -0.13
C  1.96  -1.64  0.20
C  0.95  -2.66  0.75
C  -0.15  -2.01  1.60
C  -1.58  -2.37  1.15
C  -2.05  -1.34  0.12
C  -2.52  -0.03  0.76
C  -2.37  1.18  -0.19
C  -2.31  2.53  0.56
C  -0.95  3.20  0.40
C  -0.99  4.67  0.78
F  -1.50  5.40  -0.26
F  -1.81  4.89  1.85
C  0.40  5.26  1.12
F  1.34  4.74  0.30
F  0.40  6.60  1.00
F  0.73  4.95  2.40
C  -4.02  -0.27  1.08
C  -4.34  -0.47  2.56
N  -5.79  -0.45  2.80
C  -4.42  -1.50  0.26
N  -3.25  -1.87  -0.61
C  -3.45  -1.48  -2.07
C  -2.18  -1.24  -2.83
C  -1.90  0.05  -3.29
C  -0.73  0.32  -3.98
C  0.18  -0.70  -4.21
C  -0.10  -1.99  -3.77
C  -1.28  -2.28  -3.08
C  -1.52  -3.70  -2.63
H  5.33  0.71  1.60
H  4.42  2.08  2.29
H  3.64  0.51  2.09
H  4.67  3.42  0.20
H  4.10  2.66  -1.28
H  6.54  2.91  -1.18
H  6.64  1.82  0.19
H  5.20  0.75  -2.23
H  6.91  1.03  -2.41
H  6.56  -0.40  0.09
H  7.49  -0.80  -1.32
H  5.81  -2.12  -2.29
H  5.79  -2.50  -0.59
H  3.88  -0.36  -0.99
H  3.57  -1.61  -2.17
H  3.25  -3.27  -0.45
H  3.95  -2.24  0.77
H  1.56  -1.18  -0.71
H  2.09  -0.84  0.93
H  1.49  -3.41  1.34
H  0.51  -3.20  -0.09
H  -0.03  -2.29  2.65
H  -0.03  -0.92  1.56
H  -2.26  -2.44  1.99
H  -1.54  -3.35  0.66
H  -1.21  -1.20  -0.56
H  -1.93  0.19  1.65
H  -3.21  1.19  -0.89
H  -1.45  1.05  -0.77
H  -3.07  3.20  0.16
H  -2.54  2.38  1.62
H  -0.19  2.69  1.01
H  -0.62  3.14  -0.63
H  -4.57  0.61  0.74
H  -3.84  0.30  3.15
H  -3.96  -1.44  2.87
H  -6.04  0.19  3.54
H  -6.30  -0.13  1.99
H  -4.63  -2.34  0.93
H  -5.32  -1.35  -0.34
H  -3.24  -2.88  -0.59
H  -3.97  -2.34  -2.50
H  -4.15  -0.65  -2.12
H  -2.62  0.84  -3.10
H  -0.53  1.33  -4.33
H  1.09  -0.50  -4.75
H  0.61  -2.78  -3.95
H  -0.94  -3.91  -1.72
H  -2.57  -3.91  -2.41
H  -1.18  -4.40  -3.39
N  4.46  0.31  4.80
C  5.72  -0.10  4.83
C  6.62  0.23  5.83
C  6.18  1.02  6.88
C  4.86  1.46  6.87
C  4.05  1.08  5.81
H  6.04  -0.72  3.99
H  7.64  -0.14  5.80
H  6.84  1.30  7.68
H  4.47  2.09  7.66
H  3.01  1.40  5.77
N  -6.49  -0.46  -2.64
C  -6.30  0.31  -3.71
C  -7.29  0.57  -4.65
C  -8.54  0.01  -4.46
C  -8.75  -0.79  -3.35
C  -7.70  -1.00  -2.47
H  -5.31  0.73  -3.83
H  -7.08  1.20  -5.50
H  -9.34  0.19  -5.17
H  -9.71  -1.25  -3.17
H  -7.83  -1.62  -1.59

---

(2)
DFT (the ωB97M-V functional and the def2-TZVPD basis) results for a molecular structure, C19H39AlI2O5P.

Values from the calculation:
Maximum force ... 3.0 eV Å⁻¹
Charge ... -1
E_HOMO ... -3.658 eV

Cartesian coordinates (Å):
C  8.25  3.35  0.29
C  6.89  2.78  0.92
O  6.77  1.35  0.72
C  6.12  0.80  1.89
C  5.76  -0.76  1.70
O  4.35  -0.96  1.54
C  4.03  -1.86  0.44
Al  2.12  -1.39  -0.21
C  0.77  -2.68  0.63
C  -0.69  -2.68  -0.03
C  -1.82  -1.99  0.89
C  -3.17  -2.86  0.64
C  -4.45  -2.21  1.35
C  -5.25  -1.21  0.35
C  -5.46  0.25  0.98
C  -6.52  0.99  0.03
O  -6.64  2.35  0.52
C  -7.52  3.11  -0.25
C  -7.63  4.66  0.16
O  -8.21  2.69  -1.18
C  2.20  -1.46  -2.27
I  3.81  -0.15  -3.04
C  0.83  -1.01  -3.01
C  0.13  -2.24  -3.77
I  1.26  0.47  -4.57
P  1.70  0.77  0.64
C  0.07  1.47  -0.01
O  3.05  1.71  0.03
H  8.30  3.16  -0.83
H  8.30  4.49  0.42
H  9.14  2.91  0.86
H  5.98  3.35  0.50
H  6.92  3.02  2.04
H  5.11  1.32  2.05
H  6.81  0.98  2.78
H  6.05  -1.27  2.69
H  6.41  -1.25  0.90
H  4.14  -2.96  0.75
H  4.75  -1.71  -0.44
H  1.19  -3.75  0.51
H  0.70  -2.48  1.76
H  -1.02  -3.78  -0.13
H  -0.76  -2.23  -1.06
H  -2.00  -0.90  0.60
H  -1.59  -2.09  2.00
H  -3.01  -3.93  0.99
H  -3.36  -2.91  -0.49
H  -4.19  -1.71  2.34
H  -5.17  -3.08  1.57
H  -6.26  -1.65  0.06
H  -4.63  -1.10  -0.61
H  -5.95  0.08  1.99
H  -4.48  0.82  1.07
H  -7.53  0.48  0.15
H  -6.15  0.99  -1.05
H  -8.68  4.94  0.49
H  -7.25  5.33  -0.66
H  -6.95  4.83  1.06
H  2.44  -2.53  -2.62
H  0.16  -0.56  -2.20
H  -0.64  -1.78  -4.48
H  0.94  -2.75  -4.39
H  -0.37  -2.98  -3.08
H  0.30  2.29  -0.79
H  -0.42  2.03  0.86
H  -0.66  0.71  -0.43
H  2.68  2.39  -0.56

---

(3)
DFT (the ωB97M-V functional and the def2-TZVPD basis) results for a molecular structure, C46H66N3RbSb2SeSi3.

Values from the calculation:
Maximum force ... 0.6 eV Å⁻¹
ΔE to the lowest compared entry with this formula, charge and spin ... 0.136 eV
Charge ... -2
E_HOMO ... -0.623 eV

Cartesian coordinates (Å):
Rb  -0.29  -0.37  0.64
C  2.53  2.02  0.52
C  1.75  2.83  -0.52
N  0.46  2.23  -0.81
C  -0.70  3.10  -0.81
C  -1.06  3.56  0.61
N  -1.12  2.45  1.57
C  -0.31  2.59  2.78
C  1.20  2.64  2.52
N  1.68  1.60  1.62
H  3.40  2.62  0.86
H  2.91  1.12  0.03
H  2.36  2.93  -1.42
H  1.59  3.85  -0.14
H  0.50  1.66  -1.64
H  -1.53  2.54  -1.23
H  -0.56  4.01  -1.43
H  -2.02  4.09  0.56
H  -0.32  4.29  0.96
H  -2.08  2.32  1.86
H  -0.51  1.72  3.41
H  -0.58  3.49  3.36
H  1.68  2.57  3.50
H  1.47  3.62  2.10
H  2.11  0.85  2.14
C  -3.99  0.70  -3.18
C  -5.41  0.48  -2.66
C  -5.53  0.04  -1.20
Sb  -4.10  0.96  0.10
C  -5.55  2.20  1.11
C  -5.64  2.26  2.50
C  -6.56  3.09  3.12
C  -7.41  3.88  2.36
C  -7.33  3.83  0.98
C  -6.41  3.00  0.36
C  -4.18  -0.54  1.63
C  -5.24  -1.44  1.72
C  -5.27  -2.39  2.73
C  -4.25  -2.46  3.67
C  -3.20  -1.56  3.61
C  -3.17  -0.61  2.59
Sb  -2.00  -0.56  -2.92
C  -2.92  -2.17  -1.82
C  -4.11  -2.76  -2.23
C  -4.71  -3.76  -1.47
C  -4.13  -4.19  -0.29
C  -2.93  -3.63  0.13
C  -2.33  -2.64  -0.64
C  -2.45  -1.40  -4.87
C  -2.47  -2.78  -5.05
C  -2.73  -3.34  -6.30
C  -2.95  -2.52  -7.40
C  -2.91  -1.14  -7.24
C  -2.66  -0.59  -5.98
H  -3.62  1.67  -2.81
H  -4.03  0.80  -4.27
H  -5.91  -0.26  -3.29
H  -6.00  1.41  -2.78
H  -5.31  -1.02  -1.12
H  -6.53  0.21  -0.79
H  -5.00  1.63  3.11
H  -6.62  3.12  4.21
H  -8.13  4.53  2.85
H  -8.00  4.45  0.37
H  -6.36  2.98  -0.72
H  -6.05  -1.41  1.00
H  -6.10  -3.09  2.78
H  -4.27  -3.21  4.45
H  -2.39  -1.56  4.33
H  -2.34  0.09  2.57
H  -4.59  -2.43  -3.15
H  -5.64  -4.20  -1.81
H  -4.60  -4.96  0.31
H  -2.44  -3.97  1.03
H  -1.36  -2.26  -0.35
H  -2.26  -3.43  -4.21
H  -2.75  -4.42  -6.41
H  -3.14  -2.95  -8.37
H  -3.06  -0.49  -8.09
H  -2.62  0.49  -5.89
C  0.71  -1.64  -5.33
Si  0.68  -1.81  -3.41
C  1.67  -0.20  -3.04
C  2.05  -3.14  -3.12
C  2.52  -3.85  -4.24
C  3.60  -4.73  -4.17
C  4.23  -4.93  -2.95
C  3.74  -4.27  -1.82
C  2.65  -3.40  -1.86
Si  1.93  -2.74  -0.19
C  3.53  -2.61  0.91
C  1.27  -4.44  0.47
H  1.74  -1.55  -5.70
H  0.18  -0.72  -5.61
H  0.22  -2.46  -5.86
H  2.61  -0.19  -3.62
H  1.93  -0.12  -1.98
H  1.09  0.68  -3.34
H  2.05  -3.70  -5.20
H  3.94  -5.24  -5.06
H  5.08  -5.59  -2.87
H  4.22  -4.47  -0.87
H  4.04  -3.56  1.07
H  3.25  -2.22  1.90
H  4.25  -1.91  0.48
H  2.04  -5.22  0.40
H  0.41  -4.77  -0.11
H  0.96  -4.36  1.52
C  -0.09  -3.60  4.16
Si  0.22  -2.45  5.63
C  1.86  -3.01  6.38
C  -1.10  -2.89  6.92
Se  0.19  -0.30  5.13
H  -0.63  -4.50  4.47
H  0.86  -3.91  3.72
H  -0.67  -3.11  3.38
H  1.82  -4.06  6.68
H  2.10  -2.40  7.26
H  2.66  -2.88  5.65
H  -1.00  -3.92  7.26
H  -2.10  -2.76  6.50
H  -1.02  -2.22  7.78

---

(4)
DFT (the ωB97M-V functional and the def2-TZVPD basis) results for 10 unconnected molecules or ions with the total composition H20O10.

Values from the calculation:
Maximum force ... 1.1 eV Å⁻¹
ΔE to the lowest compared entry with this formula, charge and spin ... 2.749 eV
Charge ... 0
E_HOMO ... -10.043 eV

Cartesian coordinates (Å):
O  1.84  -1.12  0.06
H  2.22  -1.94  -0.27
H  2.53  -0.75  0.61
O  -0.39  0.76  0.36
H  -0.34  -0.13  0.73
H  0.53  1.03  0.26
O  -1.10  -1.52  1.50
H  -0.47  -2.23  1.61
H  -1.89  -1.83  1.95
O  4.20  0.79  0.15
H  4.53  0.85  1.05
H  3.41  1.32  0.15
O  -2.44  0.82  2.33
H  -1.93  0.03  2.16
H  -2.32  1.36  1.54
O  -3.41  1.63  -0.58
H  -3.42  0.68  -0.51
H  -2.52  1.88  -0.34
O  2.06  0.09  -2.74
H  1.57  -0.20  -1.97
H  2.79  -0.52  -2.80
O  -3.23  -1.14  -0.72
H  -3.58  -1.89  -0.24
H  -2.35  -1.41  -0.97
O  1.88  2.71  0.13
H  2.48  3.32  0.57
H  1.02  2.95  0.46
O  -0.85  -2.07  -1.35
H  -0.72  -1.76  -2.25
H  -0.09  -1.74  -0.88